1.
The following is a DFT calculation (ωB97M-V with the def2-TZVPD basis set) of a 2-piece molecular cluster, C7H11NO overall in a non-equilibrium geometry.

The highest occupied orbital energy comes out at -8.67 eV. The multiplicity is 1. Its largest force on an atom is 1.79 eV/A. Its HOMO-LUMO gap is 8.921 eV. For the energy relative to the best compared isomer or geometry (same formula, charge and spin), the calculation gives 3.820 eV. The total energy comes out at -403.193582 Ha.

The geometry in XYZ format:
```
20
Properties=species:S:1:pos:R:3:forces:R:3:nbo_charge:R:1
C 0.810618 0.795920 -0.130862 -0.89 0.54 -0.40 -0.35
C -2.360262 -1.908712 0.063087 0.08 -0.17 0.04 -0.62
C 1.236894 1.211050 1.271329 -0.08 -0.11 0.01 -0.63
C 1.957792 0.305531 -1.012676 -0.05 -0.12 0.04 -0.63
C 0.109980 -1.195794 0.322760 0.09 -1.34 0.47 0.77
C -1.180708 -0.985003 -0.032167 -0.30 0.03 0.01 -0.43
N -1.968293 1.272227 -0.683471 -0.21 -0.31 -0.08 -0.69
C -1.191736 0.366347 -0.386053 1.68 0.54 0.32 0.53
O 0.985772 -1.872464 0.728284 -0.59 1.05 -0.47 -0.50
H 0.441324 1.691835 -0.631271 0.09 0.09 0.01 0.22
H -1.698548 2.208607 -0.944438 0.22 -0.09 0.10 0.39
H -3.059065 -1.587862 0.839831 0.07 0.00 -0.05 0.22
H -2.905117 -1.946309 -0.883078 0.08 0.00 0.06 0.23
H -2.021078 -2.916909 0.304804 -0.06 0.03 -0.03 0.23
H 1.981454 2.013634 1.221801 -0.04 -0.06 -0.03 0.21
H 0.390464 1.581868 1.854595 0.04 -0.03 -0.02 0.21
H 1.694216 0.381138 1.813436 -0.03 -0.01 0.01 0.21
H 2.659281 1.127617 -1.193339 -0.08 -0.03 0.03 0.21
H 2.519888 -0.499920 -0.538988 -0.04 -0.02 -0.03 0.22
H 1.597123 -0.042800 -1.983583 0.04 0.00 0.04 0.21
```
Positions in Å, forces in eV/Å.

***

2.
The following is a DFT calculation (ωB97M-V with the def2-TZVPD basis set) of a 2-piece molecular cluster, C5H3NO3 overall in a non-equilibrium geometry.

The highest occupied orbital energy comes out at -10.96 eV. The multiplicity is 1. The SMILES is C#CC(=O)C(=O)C#N.O. Its largest force on an atom is 4.17 eV/A. Its HOMO-LUMO gap is 9.446 eV. For the energy relative to the best compared isomer or geometry (same formula, charge and spin), the calculation gives 3.250 eV. The total energy comes out at -472.658607 Ha.

The geometry in XYZ format:
```
12
Properties=species:S:1:pos:R:3:forces:R:3:nbo_charge:R:1
C -2.071711 1.786011 -0.811562 0.67 -0.46 -0.56 -0.09
C -1.319846 0.843776 -0.918027 -0.76 1.11 -0.13 -0.15
C -0.429014 -0.285961 -1.043585 -0.05 -1.14 0.83 0.43
O -0.797353 -1.422274 -1.213174 0.23 0.59 -0.44 -0.42
C 1.047107 -0.017906 -0.669186 -0.64 0.35 0.24 0.44
O 1.521135 1.079414 -0.648779 0.16 -0.54 -0.24 -0.42
C 1.762123 -1.193053 -0.079568 2.66 -0.56 1.91 0.21
N 2.495642 -1.693419 0.693249 -1.90 0.79 -2.44 -0.28
H -2.685028 2.670338 -0.878977 0.18 -0.47 0.30 0.25
O 0.003439 -0.777286 1.627128 2.18 -1.45 0.97 -0.99
H -0.434631 0.060887 1.813637 0.75 -0.03 0.93 0.49
H 0.908139 -1.050527 2.128845 -3.49 1.82 -1.37 0.53
```
Positions in Å, forces in eV/Å.

***

3.
The following is a DFT calculation (ωB97M-V with the def2-TZVPD basis set) of an isolated ion of composition C16H25N4O2 and charge +1 in a non-equilibrium geometry.

The highest occupied orbital energy comes out at -10.36 eV. The multiplicity is 1. The SMILES is O=[N+]([O-])c1ccc(N2CC[NH2+]CC2)cc1N1CCCCCC1. Its net charge is +1. Its largest force on an atom is 1.25 eV/A. Its HOMO-LUMO gap is 7.006 eV. For the energy relative to the best compared isomer or geometry (same formula, charge and spin), the calculation gives 0.717 eV. The total energy comes out at -993.835436 Ha.

The geometry in XYZ format:
```
47
Properties=species:S:1:pos:R:3:forces:R:3:nbo_charge:R:1
O 2.187255 4.056176 0.112582 0.12 0.15 -0.09 -0.38
N 2.098575 2.902774 0.487041 0.63 0.31 0.31 0.52
O 2.916911 2.345247 1.198280 -0.01 0.18 0.17 -0.39
C 0.919607 2.177232 0.139940 -1.06 -0.61 -0.27 -0.08
C -0.244192 2.934836 0.021938 0.16 -0.06 -0.05 -0.13
C -1.478289 2.341246 -0.043561 0.01 -0.13 -0.09 -0.32
C -1.561742 0.943134 0.010742 0.39 0.28 0.02 0.28
N -2.842954 0.356946 0.025244 -0.20 -0.18 0.04 -0.47
C -3.774561 0.683862 -1.024774 -0.15 0.09 0.18 -0.23
C -5.191585 0.652596 -0.454885 0.32 0.74 -0.56 -0.24
N -5.444803 -0.710532 0.087886 -0.38 -0.21 -0.05 -0.49
C -4.439068 -1.063565 1.126587 0.80 -0.35 0.47 -0.23
C -3.037203 -0.980949 0.517160 -0.14 0.17 0.11 -0.24
C -0.412677 0.181422 0.062640 -0.16 -0.08 0.12 -0.38
C 0.874939 0.761185 0.090715 0.01 0.46 -0.05 0.34
N 1.981766 -0.007570 -0.025247 -0.09 0.01 0.08 -0.42
C 2.022018 -1.363534 0.476129 0.02 -0.26 0.31 -0.21
C 3.259555 -1.628799 1.342015 -0.08 0.04 -0.10 -0.41
C 4.609015 -1.605928 0.605452 0.05 -0.15 -0.11 -0.41
C 4.482680 -1.766716 -0.906739 0.15 0.01 0.12 -0.41
C 3.811143 -0.567229 -1.603736 -0.15 0.04 0.05 -0.42
C 3.177693 0.476618 -0.679468 0.49 0.10 -0.29 -0.22
H -0.147837 4.009722 0.039139 0.00 0.04 0.02 0.26
H -2.367886 2.947554 -0.083946 -0.12 0.10 0.06 0.21
H -3.557329 1.677347 -1.413655 -0.12 -0.07 -0.03 0.26
H -3.703927 -0.029075 -1.865673 0.01 0.05 -0.03 0.18
H -5.930171 0.884853 -1.222746 -0.06 -0.17 0.09 0.24
H -5.277940 1.369391 0.362961 -0.06 -0.16 0.01 0.24
H -6.393376 -0.773911 0.473082 0.18 -0.06 -0.15 0.45
H -5.365434 -1.385831 -0.684531 -0.18 0.10 0.19 0.43
H -4.640752 -2.066435 1.504605 -0.15 0.05 -0.11 0.24
H -4.523446 -0.344326 1.942605 -0.12 -0.03 -0.12 0.24
H -2.307735 -1.186842 1.300331 -0.09 -0.08 -0.02 0.26
H -2.932507 -1.747979 -0.270264 0.05 -0.02 0.04 0.18
H -0.487644 -0.892305 0.013746 0.02 -0.12 -0.07 0.22
H 1.975905 -2.082860 -0.348236 -0.07 -0.04 0.04 0.19
H 1.150748 -1.519916 1.115068 0.04 -0.02 -0.12 0.21
H 3.111393 -2.613163 1.790477 -0.01 0.00 0.04 0.21
H 3.273383 -0.897506 2.150971 -0.07 -0.05 0.09 0.22
H 5.142038 -0.680786 0.822832 0.05 -0.01 0.05 0.21
H 5.228600 -2.419499 0.985969 0.05 0.08 0.04 0.22
H 5.484564 -1.897039 -1.317579 -0.04 -0.09 -0.04 0.22
H 3.936359 -2.686853 -1.122430 0.03 -0.03 -0.05 0.20
H 4.560882 -0.029992 -2.185849 -0.04 0.02 -0.04 0.23
H 3.053019 -0.917990 -2.307323 0.03 0.04 -0.09 0.20
H 2.894669 1.333840 -1.299414 0.06 -0.05 0.12 0.21
H 3.910323 0.831139 0.053942 -0.11 -0.04 -0.22 0.22
```
Positions in Å, forces in eV/Å.

***

Look up the highest occupied orbital energy of the first one. -8.67 eV